146
Properties=species:S:1:pos:R:3:forces:R:3 method="wB97M-V/def2-TZVPD" homo_energy_ev="-6.35 / -7.05" total_energy_ha=-5161.7230 largest_force_ev_per_a=1.89 spin_multiplicity=5 charge=0
Pd -0.220905 -0.758252 -0.462959 0.0 0.1 -0.3
C -1.300193 -2.905050 4.398860 0.0 -0.1 0.0
Si -0.395226 -1.267362 4.565553 0.2 -0.3 -0.2
C 1.361705 -1.655887 5.144754 0.0 -0.1 0.1
C -1.192945 -0.455548 6.076527 0.1 0.3 -0.1
N -0.360018 -0.470296 3.044329 -0.3 0.5 0.4
P -0.569238 1.026524 2.613383 0.4 -0.5 0.0
C -0.420269 1.167617 0.835963 -0.4 0.5 0.7
P -1.661181 1.840699 -0.204276 0.1 0.0 -0.6
N -1.572567 0.944207 -1.526928 -0.2 0.2 0.4
Si -2.212117 1.301215 -3.087911 0.2 -0.2 -0.1
C -4.077564 1.535665 -3.144569 -0.1 0.0 0.0
C -1.683492 -0.158217 -4.151423 -0.1 0.1 -0.2
C -1.544678 2.883034 -3.872643 0.1 0.1 0.0
C -3.370142 1.898985 0.430793 0.0 -0.1 0.1
C -3.876804 2.951610 1.196024 -0.1 0.0 -0.1
C -5.208919 2.956040 1.576812 0.0 0.0 0.0
C -6.040819 1.898839 1.224629 0.0 0.0 0.0
C -5.537385 0.832314 0.495037 0.1 0.0 0.0
C -4.205470 0.836701 0.097660 0.0 0.1 0.1
C -1.340557 3.596410 -0.620338 0.2 0.0 0.1
C -2.357489 4.482530 -0.981010 0.1 0.0 0.0
C -2.054296 5.766667 -1.413616 0.0 0.0 0.0
C -0.732711 6.182489 -1.501579 0.0 0.0 0.0
C 0.289234 5.302328 -1.172579 0.0 0.0 0.0
C -0.015839 4.018951 -0.741477 0.0 0.1 0.0
C 0.736920 2.153348 3.251250 0.1 0.0 -0.1
C 1.368218 3.087388 2.435116 -0.1 0.1 0.2
C 2.401940 3.879579 2.923767 0.0 0.0 0.0
C 2.813617 3.742999 4.241987 0.0 0.0 0.0
C 2.183621 2.819420 5.068762 0.0 0.0 0.0
C 1.153261 2.032639 4.576420 0.0 0.0 0.0
C -2.067553 1.693511 3.424197 0.0 0.0 0.0
C -3.187539 0.859679 3.473653 0.0 0.0 0.1
C -4.314587 1.238618 4.183889 0.1 -0.1 0.0
C -4.328953 2.448218 4.870193 0.0 0.0 0.0
C -3.226024 3.286871 4.819059 0.0 0.1 -0.1
C -2.098862 2.915915 4.091469 -0.1 -0.1 -0.1
H -0.978105 -3.585354 5.198192 -0.1 0.1 -0.1
H -2.385877 -2.775821 4.486783 0.1 0.0 -0.1
H -1.089226 -3.390896 3.442222 0.0 0.0 0.1
H 1.399767 -1.703236 6.240696 0.0 0.0 -0.1
H 2.086264 -0.907208 4.812776 -0.1 0.0 0.0
H 1.686921 -2.631040 4.763359 0.0 0.1 0.0
H -1.174134 -1.187658 6.893541 0.0 0.0 -0.1
H -0.662329 0.437904 6.426046 -0.1 -0.1 0.0
H -2.229338 -0.169716 5.913920 -0.2 0.0 0.0
H -4.646199 0.665380 -2.803834 0.0 0.1 -0.1
H -4.376077 2.388155 -2.522684 0.0 -0.1 -0.1
H -4.381920 1.754785 -4.176505 0.0 0.0 0.1
H -1.101586 -0.849190 -3.534017 0.0 0.0 0.0
H -2.541414 -0.702763 -4.561941 0.1 0.0 0.1
H -1.063326 0.164460 -4.997962 -0.1 0.0 0.1
H -2.180533 3.738190 -3.625697 0.1 0.0 0.0
H -0.528262 3.129506 -3.552709 -0.1 0.0 -0.1
H -1.541010 2.778116 -4.964668 0.0 0.0 0.1
H -3.235619 3.777203 1.477683 0.0 0.0 0.0
H -5.601902 3.784232 2.155902 0.0 -0.1 0.0
H -7.081523 1.903029 1.530560 0.1 0.0 0.0
H -6.181937 0.004822 0.219554 0.0 0.0 0.0
H -3.798437 0.026711 -0.493819 -0.1 0.0 0.0
H -3.391711 4.169019 -0.937854 0.0 0.0 0.0
H -2.854832 6.441841 -1.691234 0.0 0.0 0.0
H -0.499338 7.185984 -1.837200 0.0 0.0 0.0
H 1.323810 5.612913 -1.259920 0.0 0.0 0.0
H 0.783594 3.326180 -0.516371 0.0 0.0 0.0
H 1.031529 3.204086 1.416443 0.1 0.0 0.0
H 2.883209 4.602950 2.275307 0.0 0.0 0.0
H 3.614825 4.359870 4.629340 0.0 0.0 0.0
H 2.499255 2.713266 6.099761 0.0 0.0 0.0
H 0.660583 1.319635 5.226595 0.1 0.0 0.0
H -3.152389 -0.103435 2.973859 0.0 0.0 0.0
H -5.179837 0.586158 4.206680 0.0 0.0 0.0
H -5.200861 2.734840 5.447926 0.0 0.0 0.0
H -3.236852 4.233380 5.347814 0.0 -0.1 0.0
H -1.235644 3.569279 4.062262 0.0 0.0 0.0
C 1.966719 -3.803671 -5.633419 0.1 0.1 0.0
Si 0.668367 -3.896457 -4.279770 0.2 -0.1 -0.1
C 0.480999 -5.716549 -3.810738 0.0 0.0 0.1
C -0.932830 -3.309426 -5.040653 -0.1 0.2 0.1
Sb 1.431139 -2.884117 -1.949406 0.5 -1.7 -0.5
Si 3.929558 -3.615412 -2.352667 0.1 -0.3 0.0
C 4.948243 -3.294378 -0.811622 -0.1 0.1 0.2
C 4.971229 -3.068439 -3.824895 -0.1 0.2 -0.1
C 3.719084 -5.486203 -2.426205 -0.1 -0.1 -0.1
Si -1.987634 -2.487450 -0.834496 -0.3 -0.5 0.0
C -1.762450 -4.332453 -1.261579 0.2 0.0 0.0
C -3.444431 -2.125269 -1.995597 0.1 0.3 -0.1
C -2.676341 -2.494182 0.943037 0.1 0.2 0.0
H 1.615923 -4.393014 -6.490136 0.0 0.1 0.1
H 2.920387 -4.223457 -5.303733 -0.1 0.0 -0.1
H 2.135651 -2.776970 -5.974529 0.0 -0.1 0.0
H 1.138017 -6.333464 -4.432448 -0.1 0.0 0.1
H -0.548371 -6.047386 -3.976978 0.1 0.0 0.0
H 0.727293 -5.912417 -2.762902 0.0 0.0 -0.1
H -1.149516 -3.951975 -5.902241 0.0 0.0 0.1
H -0.864383 -2.276868 -5.388332 0.0 -0.1 0.0
H -1.771249 -3.374202 -4.342866 0.1 0.0 -0.1
H 4.582710 -3.921389 0.007286 0.0 0.1 0.0
H 4.912566 -2.254740 -0.475813 0.0 -0.1 0.0
H 5.996570 -3.554357 -0.999733 -0.1 0.0 0.0
H 5.461950 -2.110114 -3.628318 0.0 -0.1 0.0
H 4.396174 -2.963898 -4.747069 0.2 0.0 0.1
H 5.750470 -3.820003 -3.995796 0.0 0.1 0.1
H 3.125607 -5.832061 -1.570437 0.1 0.0 -0.1
H 4.700931 -5.971306 -2.372079 -0.1 0.1 0.0
H 3.221630 -5.826615 -3.341083 0.1 0.0 0.1
H -1.730925 -4.471226 -2.348010 0.0 0.0 0.1
H -2.642323 -4.866769 -0.880838 0.0 0.1 -0.1
H -0.872825 -4.813243 -0.849687 -0.1 0.0 -0.1
H -3.283163 -2.593638 -2.970740 0.0 0.0 0.1
H -3.619861 -1.062068 -2.170965 0.0 -0.2 0.0
H -4.349084 -2.560823 -1.552311 0.1 0.0 -0.1
H -2.916068 -3.520103 1.246372 0.0 0.1 0.0
H -3.588834 -1.890602 1.003065 0.1 0.0 0.0
H -1.951453 -2.087812 1.655986 -0.1 0.0 0.1
C 1.597537 1.459713 -2.598814 0.0 -0.3 0.0
C 2.204376 0.060430 -2.710898 0.1 0.1 -0.3
C 2.305389 -0.340201 -4.191198 -0.1 -0.1 0.0
C 3.620034 0.076817 -2.108128 -0.2 -0.2 0.1
N 1.358383 -0.897820 -2.020288 -0.4 1.3 0.2
H 2.319225 2.219515 -2.907861 0.0 0.0 0.0
H 1.297150 1.638157 -1.570452 0.0 0.0 0.1
H 0.708179 1.535888 -3.222387 0.1 0.0 0.1
H 2.852883 0.426113 -4.744535 0.0 0.0 0.0
H 1.304202 -0.435312 -4.624125 0.1 0.0 0.0
H 2.828915 -1.293399 -4.294463 0.0 0.1 0.0
H 4.224863 0.801611 -2.655517 0.0 0.0 0.0
H 4.092343 -0.902873 -2.194595 0.0 0.1 0.0
H 3.584754 0.358174 -1.058183 0.0 0.0 0.1
N 2.582499 0.200894 1.319467 0.1 -0.2 -0.1
C 2.460465 -1.124048 1.556643 -0.1 -0.6 0.0
N 1.518546 -1.909764 1.096335 0.5 0.7 0.1
C 1.716045 -3.210403 1.549947 0.0 0.0 0.0
C 0.875967 -4.289458 1.294722 -0.1 0.0 0.1
C 1.220341 -5.547183 1.761703 -0.1 0.0 0.0
C 2.388772 -5.745985 2.498581 0.1 0.0 0.0
C 3.215799 -4.674201 2.800641 0.0 0.0 0.0
C 2.865145 -3.419242 2.322000 0.0 0.0 -0.1
S 3.700672 -1.911887 2.524465 0.0 0.1 -0.1
H 1.731086 0.671507 1.030682 -0.3 0.1 -0.1
H 3.189795 0.725717 1.927746 -0.1 0.0 0.0
H -0.047489 -4.115612 0.761426 0.1 0.0 0.0
H 0.564688 -6.387316 1.562034 0.0 0.0 0.0
H 2.650836 -6.739106 2.842699 0.0 0.1 0.0
H 4.110910 -4.808879 3.397510 -0.1 0.0 -0.1